# 1
{
  "formula": "C33H33IN10O4S2Zr",
  "method": "ωB97M-V/def2-TZVPD",
  "e_above_lowest_kcal_mol": 0.0,
  "lumo_energy_ha": -0.020,
  "orbital_gap_ev": 7.15,
  "e_tot_ev": -88900.2791,
  "symbols": ["Zr", "O", "C", "N", "C", "O", "C", "C", "C", "C", "C", "N", "C", "C", "C", "C", "C", "N", "H", "H", "H", "H", "H", "H", "H", "H", "N", "C", "S", "N", "N", "C", "C", "C", "C", "C", "C", "C", "O", "H", "H", "H", "H", "H", "H", "H", "N", "C", "N", "C", "N", "I", "C", "C", "C", "C", "C", "N", "H", "H", "H", "H", "C", "C", "C", "S", "O", "C", "C", "C", "H", "H", "H", "H", "H", "H", "H", "H", "H", "H", "H", "H", "H", "H"],
  "coordinates": [[1.382, 1.599, 0.257], [2.631, -2.170, 2.471], [2.694, -1.181, 1.730], [1.585, -0.494, 1.236], [0.330, -1.006, 1.063], [-0.390, -0.279, 0.319], [-0.217, -2.326, 1.605], [-1.159, -2.296, 2.638], [-2.040, -3.348, 2.779], [-1.931, -4.510, 1.962], [-0.846, -4.546, 1.083], [-0.052, -3.481, 0.920], [3.905, -0.422, 1.421], [5.062, -0.882, 1.997], [6.270, -0.167, 1.768], [6.177, 1.054, 1.113], [4.925, 1.494, 0.660], [3.788, 0.763, 0.793], [-1.366, -1.380, 3.214], [-2.810, -3.204, 3.537], [-2.725, -5.233, 1.919], [-0.452, -5.403, 0.553], [5.071, -1.853, 2.582], [7.195, -0.635, 2.003], [6.970, 1.805, 1.022], [4.851, 2.505, 0.277], [2.769, 3.066, 4.140], [2.035, 2.872, 3.018], [2.696, 3.645, 1.646], [0.918, 2.170, 3.146], [0.206, 2.038, 1.995], [-1.134, 1.964, 2.047], [-2.044, 2.124, 1.004], [-3.467, 2.113, 1.285], [-4.330, 2.703, 0.361], [-3.804, 3.274, -0.789], [-2.498, 3.135, -1.158], [-1.586, 2.583, -0.271], [-0.262, 2.561, -0.569], [3.396, 3.836, 4.216], [2.311, 2.981, 5.059], [-1.513, 1.568, 3.020], [-3.781, 1.670, 2.234], [-5.411, 2.767, 0.457], [-4.473, 3.799, -1.490], [-2.192, 3.538, -2.142], [2.754, 2.927, -1.115], [3.707, 3.192, -1.762], [4.743, 3.449, -2.454], [5.015, 4.042, -3.575], [5.388, 4.391, -4.646], [-6.652, -2.390, -0.556], [-6.767, -1.402, 1.288], [-6.226, -1.807, 2.543], [-6.274, -0.901, 3.600], [-6.936, 0.288, 3.451], [-7.420, 0.636, 2.189], [-7.359, -0.203, 1.118], [-5.806, -2.792, 2.609], [-5.768, -1.139, 4.523], [-7.041, 1.018, 4.238], [-7.924, 1.599, 1.994], [1.746, -4.510, -3.045], [2.357, -3.143, -3.498], [2.368, -1.976, -2.483], [0.993, -0.659, -2.536], [1.398, 0.517, -1.543], [1.375, 0.286, -4.009], [0.214, 1.054, -4.582], [-0.874, 0.085, -5.155], [1.972, -5.265, -3.862], [0.655, -4.457, -2.919], [2.168, -4.861, -2.096], [1.812, -2.855, -4.374], [3.337, -3.323, -3.915], [3.378, -1.548, -2.395], [2.140, -2.390, -1.490], [1.665, -0.481, -4.750], [2.321, 0.875, -3.844], [0.636, 1.646, -5.420], [-0.285, 1.701, -3.828], [-0.451, -0.536, -5.949], [-1.801, 0.618, -5.583], [-1.242, -0.499, -4.302]],
  "lowdin_charge": [1.70, 0.08, -0.41, 0.01, -0.38, -0.05, -0.17, -0.02, -0.06, -0.04, -0.13, 0.11, -0.23, 0.02, -0.02, -0.03, -0.13, 0.04, 0.12, 0.10, 0.09, 0.10, 0.15, 0.10, 0.12, 0.06, 0.04, -0.92, 0.64, -0.02, -0.23, -0.05, -0.16, 0.00, -0.09, -0.09, -0.02, -0.29, -0.26, 0.06, 0.11, 0.14, 0.11, 0.10, 0.12, 0.13, -0.04, -0.35, 0.07, -0.42, 0.06, 0.82, -0.79, -0.11, -0.09, -0.09, -0.14, -0.02, 0.08, 0.11, 0.10, 0.11, -0.10, -0.27, -0.27, 1.09, -0.70, -0.37, -0.28, -0.11, 0.09, 0.07, 0.07, 0.08, 0.10, 0.11, 0.07, 0.09, 0.13, 0.12, 0.11, 0.07, 0.10, 0.05]
}



# 2
{
  "formula": "C11H18O4Si",
  "method": "ωB97M-V/def2-TZVPD",
  "e_above_lowest_kcal_mol": 0.0,
  "lumo_energy_ha": 0.032,
  "orbital_gap_ev": 9.16,
  "e_tot_ev": -27768.8456,
  "symbols": ["O", "O", "O", "O", "C", "C", "C", "C", "C", "C", "C", "C", "C", "C", "C", "Si", "H", "H", "H", "H", "H", "H", "H", "H", "H", "H", "H", "H", "H", "H", "H", "H", "H", "H"],
  "coordinates": [[1.858, -3.977, -1.998], [-1.675, 0.269, 0.817], [-1.392, 2.772, 2.214], [0.403, 1.877, 0.424], [1.297, -2.837, 0.015], [1.361, -1.531, -2.002], [1.042, -1.701, 0.750], [1.051, -0.388, -1.249], [1.491, -2.772, -1.366], [1.013, -0.451, 0.139], [2.074, -3.992, -3.358], [-2.308, -0.194, 1.957], [-0.873, 4.092, 2.180], [1.048, 0.777, 1.012], [-2.200, 2.629, -0.598], [-1.193, 1.877, 0.793], [1.291, -3.808, 0.476], [1.419, -1.422, -3.072], [1.036, -1.731, 1.827], [0.930, 0.547, -1.718], [2.846, -3.301, -3.680], [1.147, -3.915, -3.928], [2.551, -4.978, -3.540], [-2.396, 0.612, 2.715], [-1.732, -1.037, 2.419], [-3.260, -0.616, 1.698], [-0.107, 4.176, 1.432], [-0.464, 4.343, 3.146], [-1.649, 4.786, 1.917], [2.096, 1.063, 1.238], [0.585, 0.606, 2.002], [-3.228, 2.462, -0.347], [-2.027, 2.087, -1.534], [-2.036, 3.675, -0.781]],
  "lowdin_charge": [-0.10, -0.19, -0.21, -0.14, -0.01, 0.00, -0.04, -0.01, -0.23, -0.22, -0.13, -0.16, -0.13, -0.21, -0.09, 0.31, 0.11, 0.10, 0.11, 0.10, 0.09, 0.10, 0.10, 0.08, 0.09, 0.08, 0.07, 0.09, 0.08, 0.14, 0.12, 0.03, 0.04, 0.03]
}